(1)
ORCA calculation (the ωB97M-V functional and the def2-TZVPD basis) on a single C14H26N2O2 molecule.

Structure (XYZ):
```
44
Properties=species:S:1:pos:R:3:forces:R:3:nbo_charge:R:1
C -0.856 3.197 -3.738 5.2 0.5 2.3 -0.63
C -1.067 2.191 -2.512 -3.7 13.1 4.1 -0.35
C -0.008 2.495 -1.336 -0.8 7.1 -10.1 -0.37
C 1.359 2.379 -1.968 3.2 4.0 5.9 -0.23
C 2.260 2.947 -0.600 8.3 -6.8 -9.1 -0.30
C 3.038 1.579 0.045 -1.7 4.3 2.6 -0.48
C 2.095 0.467 0.106 -1.9 -1.0 5.0 0.29
N 1.751 -0.017 1.327 7.8 7.5 -3.6 -0.29
N 1.146 -1.021 1.665 -8.2 -5.8 -1.2 -0.40
C -0.175 -1.217 1.119 -5.7 -1.0 0.0 0.84
O -1.052 -0.585 0.238 6.4 -2.7 4.7 -0.70
O -0.783 -2.279 1.929 1.6 1.7 -3.3 -0.59
C -2.170 -2.775 1.528 1.0 5.8 8.8 0.34
C -2.450 -2.942 0.191 -3.8 -13.3 4.4 -0.64
C -2.348 -3.827 2.616 1.1 -2.7 -2.3 -0.64
C -3.158 -1.436 2.157 -0.9 -11.6 -15.6 -0.52
C 1.460 0.185 -1.132 -0.9 -6.8 -0.8 -0.56
C 1.923 1.003 -2.207 -3.1 2.7 -4.6 -0.43
H -1.547 3.229 -4.422 -4.3 -1.5 -4.0 0.20
H 0.150 3.081 -4.353 -1.9 -0.1 1.5 0.19
H -0.955 4.301 -3.636 0.8 -0.3 1.6 0.21
H -0.770 1.386 -2.789 1.7 -10.5 -3.6 0.16
H -2.159 2.502 -2.099 2.4 -1.9 -1.0 0.21
H -0.231 3.626 -1.164 0.8 -1.8 0.2 0.19
H -0.229 2.034 -0.566 -1.7 -4.8 7.4 0.19
H 1.637 3.344 -2.416 -0.5 -1.3 -1.8 0.25
H 2.998 3.744 -0.857 -0.4 -0.8 0.0 0.19
H 1.749 3.241 0.074 -6.9 3.7 8.5 0.14
H 3.252 1.942 1.083 -0.2 -0.6 -0.6 0.23
H 3.986 1.301 -0.288 1.4 -0.3 -1.5 0.22
H 1.355 -1.623 2.499 -0.3 1.2 -1.0 0.42
H -1.849 -3.800 -0.171 0.2 -0.2 0.1 0.21
H -3.465 -3.406 0.037 0.6 0.9 0.3 0.23
H -2.243 -2.341 -0.405 2.7 10.5 -8.9 0.22
H -3.322 -4.345 2.356 0.7 0.7 1.3 0.22
H -2.093 -3.470 3.656 -0.9 -0.4 -1.3 0.25
H -1.571 -4.664 2.336 -1.2 1.3 0.8 0.21
H -3.971 -2.131 1.889 -1.0 1.3 0.5 0.17
H -3.058 -0.790 1.464 0.6 5.1 -4.2 0.21
H -3.143 -1.295 2.986 1.1 3.2 17.5 0.14
H 0.341 -0.074 -1.040 1.6 1.0 -0.3 0.32
H 1.843 -0.912 -1.471 -0.7 1.6 1.0 0.23
H 2.918 0.961 -2.601 0.8 0.0 0.5 0.23
H 1.283 0.793 -3.095 0.7 -0.9 0.0 0.21
```
Forces are in eV/Å.

Computed properties:
energy above the lowest of the compared OMol25 structures with the same formula, charge and spin = 386.0 kcal/mol
Kohn-Sham gap = 8.997 eV
calculated total energy = -808.4871 hartree
highest occupied orbital energy = -0.302 Ha

=====

(2)
ORCA calculation (the ωB97M-V functional and the def2-TZVPD basis) on a molecular structure, C14H26N4O11P2SSb2W.

Structure (XYZ):
```
61
Properties=species:S:1:pos:R:3:forces:R:3:nbo_charge:R:1
W -0.731 1.303 1.616 -0.2 -0.3 -0.9 1.33
O 0.726 -0.521 3.352 0.2 -0.2 0.4 -1.02
S -0.095 0.497 4.018 0.6 0.2 -0.2 2.54
O -0.033 0.549 5.433 -0.3 0.0 0.1 -0.91
O -1.497 0.329 3.398 0.6 0.4 -0.4 -0.94
O 0.273 1.865 3.358 -0.5 -0.9 -0.4 -0.93
O -2.384 2.918 3.511 -0.3 0.0 0.1 -0.99
P -3.213 2.967 2.160 0.0 0.3 -0.3 2.55
O -4.634 3.234 2.348 -0.1 0.1 -0.4 -1.08
O -2.778 1.684 1.386 0.8 0.3 0.7 -1.10
O -2.440 4.160 1.331 0.0 0.0 0.2 -1.11
P -0.828 4.449 1.403 -0.7 0.0 -0.3 2.55
O -0.647 5.596 0.315 -0.1 0.0 -0.1 -0.98
O -0.368 4.875 2.714 0.2 0.0 0.0 -1.07
O -0.243 3.162 0.718 -0.2 -0.5 0.9 -1.12
H -2.662 3.623 4.110 0.2 0.0 0.1 0.53
H -0.980 5.354 -0.555 0.0 0.0 0.0 0.50
C 0.985 -1.876 0.255 0.0 0.0 0.0 -1.02
Sb -0.969 -1.422 1.012 1.0 -0.7 -0.1 1.35
C -0.794 -3.072 2.334 -0.4 0.1 0.2 -0.96
C -1.958 -2.461 -0.639 -0.5 0.2 0.3 -0.77
C -1.065 -2.718 -1.798 0.1 -0.2 0.0 0.06
C -0.431 -3.953 -1.915 0.0 0.0 0.0 -0.23
C 0.456 -4.220 -2.946 0.0 0.0 0.0 -0.22
C 0.717 -3.241 -3.891 0.0 0.0 0.0 -0.22
C 0.074 -2.016 -3.798 0.0 0.0 0.0 -0.20
C -0.819 -1.736 -2.764 0.1 0.1 -0.1 -0.09
C -1.532 -0.426 -2.728 0.1 -0.1 0.4 -0.74
Sb -1.044 1.123 -1.247 -0.2 -0.7 -0.2 1.29
C -2.990 1.876 -1.624 0.4 0.8 -0.3 -0.95
C 0.719 1.609 -2.343 -0.3 0.6 0.0 -0.97
H 1.002 -2.928 -0.019 0.0 0.0 0.0 0.23
H 1.665 -1.686 1.084 0.0 0.0 0.0 0.24
H 1.241 -1.280 -0.623 0.0 0.0 0.0 0.21
H -0.593 -3.939 1.705 0.0 0.0 0.0 0.22
H -1.686 -3.247 2.931 0.0 0.0 0.0 0.24
H 0.043 -2.842 2.988 0.0 0.0 0.0 0.27
H -2.855 -1.905 -0.911 0.0 0.0 0.0 0.24
H -2.273 -3.398 -0.179 -0.1 0.0 0.0 0.24
H -0.634 -4.718 -1.174 0.0 0.0 0.0 0.21
H 0.933 -5.189 -3.012 0.0 0.0 0.0 0.22
H 1.400 -3.433 -4.709 0.0 0.0 0.0 0.22
H 0.250 -1.260 -4.556 0.0 0.0 0.0 0.21
H -2.607 -0.586 -2.632 0.0 0.1 0.0 0.23
H -1.343 0.135 -3.645 -0.1 0.0 -0.1 0.23
H -3.158 2.033 -2.688 -0.1 -0.1 0.0 0.23
H -3.207 2.783 -1.071 0.0 0.0 0.1 0.26
H -3.577 1.047 -1.236 -0.2 0.1 0.0 0.24
H 0.553 2.312 -3.157 0.0 0.0 0.0 0.24
H 1.023 0.644 -2.748 0.2 0.0 0.0 0.23
H 1.457 2.023 -1.661 0.0 -0.1 0.0 0.25
N 5.953 0.389 1.040 0.0 0.2 -0.2 -0.77
C 4.633 0.285 0.759 0.2 0.0 0.1 0.66
N 4.265 -0.721 -0.073 -0.2 -0.1 0.2 -0.80
N 3.823 1.159 1.303 -0.1 0.0 -0.2 -0.60
C 2.538 1.036 1.119 0.2 -0.2 0.1 0.63
N 1.396 0.930 0.984 -0.5 0.5 0.3 -0.54
H 6.603 0.080 0.336 0.0 -0.1 0.1 0.40
H 6.211 1.247 1.503 0.0 -0.1 0.1 0.42
H 4.854 -1.539 -0.083 0.1 0.1 -0.1 0.40
H 3.278 -0.942 -0.102 0.0 0.0 -0.1 0.42
```
Forces are in eV/Å.

Computed properties:
energy above the lowest of the compared OMol25 structures with the same formula, charge and spin = 56.4 kcal/mol
Kohn-Sham gap (spin up / spin down) = 7.190 / 8.571 eV
calculated total energy = -3224.5130 hartree
2S+1 = 3
highest occupied orbital energy (spin up / spin down) = -0.290 / -0.334 Ha
<S²> = 2.02

=====

(3)
ORCA calculation (the ωB97M-V functional and the def2-TZVPD basis) on a single C14H27BrNO5P molecule.

Structure (XYZ):
```
49
Properties=species:S:1:pos:R:3:forces:R:3:nbo_charge:R:1
C -2.551 -2.271 -2.691 0.9 0.6 -0.5 -0.72
C -2.591 -0.712 -3.255 -4.8 1.5 -2.2 0.67
O -3.803 -0.268 -3.679 7.4 -2.4 2.7 -0.61
N -1.401 0.227 -3.307 -2.9 -2.0 1.6 -0.65
C -1.878 1.506 -2.657 -0.3 2.1 0.2 -0.23
C -0.670 2.393 -1.945 -0.5 0.7 -1.0 -0.45
C -0.998 2.788 -0.389 1.5 0.5 0.2 -0.40
C 0.009 1.938 0.646 1.0 2.6 -0.6 -0.75
P -0.173 0.052 0.525 -1.5 0.7 -0.3 1.47
C -1.836 0.150 1.430 -2.2 -0.1 0.6 -0.90
C -1.856 0.703 2.955 -8.4 2.0 1.6 0.45
O -3.079 1.074 3.432 8.3 -2.4 -2.8 -0.53
Br -0.344 0.957 4.232 -0.9 -0.4 -1.3 0.03
C 0.303 -1.346 1.668 0.2 -4.1 0.9 -0.81
C 0.443 -2.877 0.764 -0.3 -2.5 2.3 0.08
C -0.256 -4.242 1.579 5.6 0.7 -1.2 -0.21
O 1.357 -3.964 1.417 -3.7 3.1 -2.3 -0.57
O 1.208 0.014 -0.472 1.2 -1.2 0.7 -0.85
C 2.489 -0.251 0.092 2.9 -0.4 -0.6 -0.12
C 3.021 0.631 1.361 1.5 0.3 -0.8 0.06
C 3.909 1.899 0.747 0.0 -0.3 0.2 -0.65
O 3.999 -0.225 2.109 -0.4 0.3 -1.9 -0.74
H -1.533 -2.416 -2.094 -2.3 0.1 -1.2 0.21
H -2.607 -3.047 -3.590 0.2 1.9 1.9 0.26
H -3.497 -2.439 -2.025 1.9 0.5 -1.2 0.26
H -0.550 -0.174 -2.854 -1.1 0.4 -0.3 0.39
H -2.718 1.303 -1.852 1.7 0.3 -1.6 0.19
H -2.376 2.202 -3.488 1.0 -1.8 1.8 0.23
H -0.616 3.419 -2.553 -0.1 -2.3 1.3 0.22
H 0.386 1.885 -2.105 -2.2 0.9 0.7 0.23
H -0.651 3.923 -0.259 -0.8 -2.5 -0.1 0.23
H -2.121 2.745 -0.080 2.1 -0.1 -0.8 0.22
H 1.091 2.258 0.252 -2.4 -0.9 1.0 0.24
H -0.081 2.413 1.707 -0.1 -1.2 -1.8 0.25
H -0.949 -0.372 -0.659 0.8 0.3 1.0 -0.02
H -2.604 0.826 0.813 1.6 -1.3 1.7 0.27
H -2.361 -0.923 1.442 1.1 2.3 0.2 0.27
H 1.249 -1.261 2.334 -1.4 0.0 -1.5 0.30
H -0.571 -1.694 2.404 2.0 1.3 -1.7 0.26
H 0.330 -2.826 -0.484 0.6 -0.4 3.7 0.23
H -0.302 -5.231 0.911 -0.8 2.4 1.8 0.23
H -0.145 -4.271 2.756 -1.6 0.1 -2.6 0.25
H 2.744 -1.389 0.354 -1.2 2.2 -0.4 0.20
H 3.284 -0.008 -0.773 -1.8 -0.5 1.7 0.19
H 2.183 0.976 2.114 1.8 -0.8 -1.5 0.21
H 3.279 2.462 -0.062 1.2 -0.8 1.6 0.21
H 4.308 2.620 1.606 -1.1 -1.6 -1.9 0.23
H 4.862 1.459 0.179 -2.1 0.8 1.3 0.21
H 4.664 -0.616 1.443 -1.6 1.0 1.4 0.47
```
Forces are in eV/Å.

Computed properties:
Kohn-Sham gap = 9.449 eV
calculated total energy = -3895.5007 hartree
highest occupied orbital energy = -0.357 Ha

=====

(4)
ORCA calculation (the ωB97M-V functional and the def2-TZVPD basis) on a molecular structure, C14H27ClIInN2O2P2.

Structure (XYZ):
```
50
Properties=species:S:1:pos:R:3:forces:R:3:nbo_charge:R:1
C -0.054 0.022 -2.842 0.0 0.2 -0.3 -0.76
C -0.475 0.271 -1.417 -0.9 4.9 -0.6 0.42
H -0.063 0.993 -3.367 -0.2 -0.4 0.2 0.28
H -0.759 -0.683 -3.322 0.5 0.2 0.2 0.26
H 0.968 -0.375 -2.922 -0.6 -0.1 0.1 0.26
O -0.931 1.340 -1.021 1.2 -3.7 -1.0 -0.45
I -0.295 -1.344 -0.083 -0.2 -1.5 -0.7 0.65
In 0.194 -4.369 -4.062 0.0 -0.1 -0.1 0.67
P 2.467 -1.369 -1.122 1.5 0.2 1.0 1.03
C 3.065 -0.306 0.228 0.1 0.1 0.1 -0.97
C 3.327 -2.946 -0.816 -0.4 -0.3 -0.1 -0.95
H 4.409 -2.751 -0.828 -0.3 -0.1 0.0 0.27
H 4.419 -0.731 -2.390 -0.3 0.0 0.0 0.28
H 3.066 -3.670 -1.604 0.2 0.2 0.3 0.26
H 3.060 -1.207 -3.473 0.2 0.2 0.2 0.26
H 2.528 -0.532 1.156 0.2 0.1 -0.1 0.25
H 3.034 -3.351 0.163 0.1 0.1 -0.3 0.27
C 3.336 -0.658 -2.562 -0.4 0.0 -0.3 -0.96
H 4.141 -0.475 0.366 -0.2 0.1 0.0 0.26
H 3.055 0.399 -2.670 0.1 -0.3 0.0 0.26
H 2.889 0.746 -0.027 0.1 -0.2 0.1 0.25
P -2.866 -1.254 -1.018 -1.3 -0.2 1.5 1.19
C -3.530 -0.200 0.302 -0.2 0.1 -0.1 -0.98
C -3.485 -0.649 -2.616 0.5 0.0 -0.2 -0.97
H -3.110 -3.615 -1.494 -0.2 0.2 0.3 0.27
H -4.580 -2.916 -0.724 0.4 0.0 0.0 0.29
H -3.131 -3.284 0.280 -0.1 0.2 -0.4 0.27
C -3.478 -2.937 -0.707 0.1 0.0 -0.3 -0.97
H -3.120 -1.298 -3.424 -0.2 0.2 0.2 0.27
H -4.586 -0.680 -2.595 0.3 0.0 0.1 0.30
H -4.587 0.016 0.093 0.2 0.0 0.1 0.28
H -2.952 0.730 0.338 -0.2 -0.1 0.0 0.29
H -3.147 0.382 -2.793 -0.2 -0.3 0.1 0.28
H -3.448 -0.711 1.272 0.0 0.1 -0.3 0.27
Cl -0.311 -6.228 -5.409 0.0 0.2 0.1 -0.66
N 1.299 4.967 4.618 -0.3 -0.7 0.0 -0.80
C 0.434 3.929 4.872 0.0 0.9 1.1 0.64
O -0.151 3.811 5.945 0.6 -0.2 -1.5 -0.56
C 0.214 2.977 3.713 0.0 -0.4 -0.4 -0.07
C 0.779 3.174 2.440 -0.3 -0.4 -0.3 -0.21
C 0.557 2.208 1.440 0.3 0.4 1.2 0.03
N -0.138 1.093 1.670 -0.3 0.5 -0.3 -0.52
C -0.759 0.956 2.842 0.4 0.2 0.4 0.02
C -0.585 1.842 3.907 0.0 0.0 -0.2 -0.19
H 1.501 5.594 5.381 0.0 -0.1 0.0 0.43
H 1.933 4.955 3.835 -0.1 0.1 0.3 0.39
H 1.366 4.061 2.185 -0.3 -0.4 0.1 0.23
H 0.977 2.342 0.444 0.0 0.0 0.2 0.19
H -1.415 0.085 2.950 0.3 0.2 0.1 0.19
H -1.063 1.642 4.868 0.2 0.3 -0.3 0.27
```
Forces are in eV/Å.

Computed properties:
Kohn-Sham gap (spin up / spin down) = 5.387 / 5.075 eV
total charge = +2
calculated total energy = -2439.7554 hartree
highest occupied orbital energy (spin up / spin down) = -0.521 / -0.521 Ha